(1)
A molecular structure, C27H39O5Pb at a distorted geometry. Source: the Open Molecules 2025 dataset; level of theory: wB97M-V/def2-TZVPD.

Output
Net charge: -1
ΔE to the lowest compared entry with this formula, charge and spin, kJ/mol: 138.5
Orbital gap (alpha / beta), eV: 4.4 / 4.4
Electronic energy, hartree: -1621.11402
Multiplicity: 1

CARTESIAN COORDINATES (ANGSTROEM)
C  -0.28  2.52  3.22
C  -0.48  -1.56  -5.22
H  0.86  1.24  -3.99
H  2.15  -0.74  5.56
C  -1.25  -0.65  -2.29
H  3.00  1.03  3.69
O  -1.10  -1.01  -6.12
C  2.47  -0.59  2.21
H  -2.44  2.44  -1.30
H  1.24  2.42  -0.62
C  -2.26  -1.49  2.52
C  -0.05  0.64  -4.05
H  -1.98  -3.35  -6.44
H  -0.71  -4.60  -6.18
C  -0.40  2.41  4.74
H  -0.57  0.89  -4.99
C  1.71  -1.17  -4.60
C  -1.34  -1.77  4.62
C  0.95  2.35  5.44
O  1.80  -1.08  -5.95
H  -1.18  2.94  2.76
C  -2.63  -0.36  3.33
H  -2.23  0.09  5.50
C  0.30  -0.87  -4.11
H  -0.81  -2.19  5.47
H  1.66  3.08  5.02
C  -0.90  -3.54  -6.33
H  0.64  3.05  2.91
C  1.96  -1.91  2.42
C  -1.24  3.56  5.32
O  -0.39  -2.91  -5.16
H  -3.29  0.46  3.03
H  0.84  2.58  6.52
H  0.84  -1.25  -2.07
H  2.79  -0.15  1.26
C  -1.50  -0.59  -0.80
H  -1.34  3.56  -2.16
O  -0.74  0.47  -0.22
H  1.78  -2.65  1.64
H  -1.13  3.28  -0.41
C  -1.45  -2.34  3.33
C  -1.40  2.79  -1.36
H  -2.27  3.52  4.95
H  -2.12  -1.09  -2.80
H  1.41  1.36  5.36
H  -1.95  1.20  -3.17
C  -0.98  0.78  -2.85
H  -2.56  -0.38  -0.61
H  3.26  -2.51  -6.26
H  -2.62  -1.70  1.52
C  -0.47  1.68  -1.71
C  1.00  1.94  -1.59
C  1.77  -2.09  3.81
O  2.64  -1.52  -3.89
C  -2.07  -0.55  4.63
H  3.87  -0.86  -5.97
C  2.16  -0.90  4.48
C  -0.02  -1.45  -2.73
H  -1.27  3.50  6.42
H  -0.38  -3.17  -7.22
H  1.61  1.02  -1.66
H  -1.20  -1.52  -0.29
C  3.08  -1.45  -6.45
Pb  -0.18  0.54  1.83
H  -0.93  1.48  4.97
H  -0.18  -2.54  -2.79
H  3.03  -1.24  -7.52
H  -1.01  -3.29  3.01
H  1.31  2.63  -2.38
H  1.41  -2.99  4.30
C  2.60  0.03  3.50
H  -0.81  4.53  5.04

=====

(2)
A molecular structure, C27H40AlO26 at a distorted geometry. Source: the Open Molecules 2025 dataset; level of theory: wB97M-V/def2-TZVPD.

Output
Net charge: -1
Orbital gap, eV: 6.1
Electronic energy, hartree: -3251.54015
Multiplicity: 1

CARTESIAN COORDINATES (ANGSTROEM)
O  -9.07  0.31  -0.72
O  -4.73  -1.78  1.04
C  4.76  5.90  -2.98
C  0.00  2.60  2.88
H  5.50  0.64  1.27
O  -3.92  -3.89  1.17
O  7.65  2.81  -2.23
H  5.03  5.74  -4.02
O  8.60  0.79  -2.57
H  4.12  -0.35  0.73
O  5.64  -1.36  1.75
C  3.26  5.07  -1.53
C  -5.94  -4.91  1.53
C  -7.48  1.01  3.55
C  8.50  2.01  -1.99
H  1.03  2.92  2.77
O  7.55  -2.55  1.89
H  0.09  -3.07  -1.36
O  2.23  0.48  -1.09
H  11.25  1.13  -0.77
H  0.62  -4.14  -6.60
H  5.37  -1.35  -1.04
C  1.23  -0.34  -2.00
O  1.75  -4.17  -4.86
O  3.38  5.63  -2.76
C  -4.89  -2.94  1.25
H  -1.58  -0.41  -1.29
O  -0.72  -3.15  -0.84
C  -7.75  -1.36  0.11
H  0.41  0.40  -2.00
H  -7.75  3.77  3.23
H  -6.31  2.48  5.61
C  -0.60  3.01  4.20
C  5.20  -0.33  0.86
H  9.80  -0.84  -2.05
C  -0.18  -2.95  -4.97
C  0.49  -4.18  -5.52
H  0.15  3.04  5.00
O  7.11  -1.31  0.06
C  -6.93  3.18  3.65
C  5.93  -0.66  -0.41
H  -9.23  -0.27  1.25
H  -6.01  3.77  3.60
H  -4.08  -5.96  1.16
C  -1.08  0.85  3.78
O  -8.56  -1.86  -0.96
C  -7.22  2.67  5.03
O  -9.85  -0.84  -2.50
H  -6.52  -5.40  2.31
H  -4.17  -5.17  2.75
Al  -1.11  -1.45  -0.14
H  1.75  -0.75  -2.89
H  -6.29  -5.26  0.56
H  10.59  0.45  -2.98
H  -0.04  -5.10  -5.26
H  -1.11  3.96  4.15
H  -2.29  -1.58  0.92
H  0.95  -1.17  1.61
H  -6.74  -1.17  -0.26
H  -7.70  -2.08  0.93
O  -7.87  1.43  4.78
C  10.18  0.97  -0.92
C  9.87  0.24  -2.19
H  4.95  6.95  -2.72
O  2.41  -3.40  -2.85
O  2.23  4.88  -0.97
H  -7.77  0.66  0.87
C  -9.22  -0.80  -1.49
C  5.44  4.94  -2.05
C  -8.46  -0.10  0.50
O  0.39  -2.82  -3.68
O  -7.70  -0.07  3.10
H  0.05  -2.05  -5.56
H  0.53  0.49  0.81
O  -6.09  -3.50  1.59
H  -0.58  2.97  2.03
H  9.77  0.47  -0.04
C  0.55  -0.62  0.72
H  -7.86  3.34  5.60
H  5.63  3.97  -2.51
C  6.83  -1.81  1.29
H  2.43  -1.71  -0.41
C  -4.46  -5.09  1.70
C  1.59  -3.45  -3.71
O  -0.09  1.18  2.92
H  -1.26  -3.06  -4.91
O  4.48  4.77  -1.01
O  -6.79  1.98  2.89
H  6.38  5.33  -1.65
O  -1.53  -0.24  3.93
O  -1.51  1.95  4.48
H  6.17  0.23  -0.99
O  9.50  2.21  -1.09
C  1.72  -0.80  -0.48

=====

Question: Number 2 is which compound?
Answer: C27H40AlO26

=====

Question: net charge of number 2 (C27H40AlO26)?
Answer: -1